C11H18Cl2LuN2 | ωB97M-V with the def2-TZVPD basis set

- Relative energy (zero: lowest compared OMol25 entry of this formula, charge and spin): 74.8 kJ/mol
- Gap between HOMO and LUMO: 3.30 eV
- F_max: 2.9 eV Å⁻¹

```
! RIJCOSX wB97M-V def2-TZVPD def2/J DEFGRID3
* xyz -1 1
Lu 2.175 -0.193 -0.417
Cl 2.375 -1.796 -2.241
Cl 2.872 2.142 -0.182
C 3.810 -0.993 0.682
H 4.329 -0.450 1.497
H 4.183 -2.028 0.574
C -0.865 1.140 -1.025
C 0.015 0.927 -1.953
H -0.630 1.777 -0.164
C -0.257 0.127 -3.206
H 0.999 1.436 -1.937
C -1.748 -0.173 -3.405
H 0.149 0.636 -4.093
H 0.291 -0.830 -3.143
C -2.412 -0.538 -2.076
H -2.233 0.719 -3.822
H -1.877 -0.987 -4.127
C -2.261 0.592 -1.044
H -3.470 -0.780 -2.231
H -1.928 -1.437 -1.671
H -2.972 1.399 -1.284
H -2.559 0.224 -0.052
C -0.651 0.588 4.217
N -0.409 -0.144 2.980
C -1.124 -1.252 2.521
C -0.573 -1.607 1.321
N 0.474 -0.721 1.039
C 0.543 0.143 2.073
H -1.585 0.239 4.673
H 0.174 0.437 4.927
H -0.730 1.662 4.004
H -1.937 -1.686 3.079
H -0.840 -2.421 0.661
H 1.267 0.952 2.187
*
```